A 13-piece molecular cluster, C5H37N2O12 overall in a non-equilibrium geometry, computed with wB97M-V/def2-TZVPD.

**LUMO level**: -2.466 eV
**Spin multiplicity**: 1
**ΔE to the lowest compared entry with this formula, charge and spin**: 212.62 kJ/mol
**Net charge**: +1
**Kohn-Sham gap**: 7.85 eV

Bonds (Å) are listed after each position.
CARTESIAN COORDINATES (ANGSTROEM)
1 C 0.097 -2.588 -1.163  C2 1.538, H8 1.100, H9 1.118, H10 1.118
2 C -0.565 -1.419 -0.413  C1 1.538, C3 1.521, N7 1.487, H11 1.108
3 C 0.433 -0.889 0.604  C2 1.521, C4 1.536, H12 1.074, H13 1.090
4 C 0.230 0.509 1.209  C3 1.536, C5 1.345, N6 1.352
5 C -0.800 0.689 2.055  C4 1.345, H14 1.088, H15 1.067
6 N 1.095 1.458 0.787  C4 1.352, H16 1.019, H17 1.001
7 N -1.761 -1.980 0.270  C2 1.487, H18 1.030, H19 1.026, H20 1.037
8 H 0.277 -3.427 -0.475  C1 1.100
9 H -0.544 -2.849 -2.041  C1 1.118
10 H 1.066 -2.183 -1.546  C1 1.118
11 H -0.964 -0.632 -1.084  C2 1.108
12 H 1.478 -0.989 0.378  C3 1.074
13 H 0.317 -1.551 1.462  C3 1.090
14 H -1.222 -0.055 2.727  C5 1.088
15 H -1.212 1.663 2.201  C5 1.067
16 H 1.772 1.183 0.076  N6 1.019
17 H 1.055 2.428 1.029  N6 1.001
18 H -2.531 -2.146 -0.394  N7 1.030
19 H -2.160 -1.313 0.939  N7 1.026
20 H -1.493 -2.862 0.746  N7 1.037
21 H -0.635 -4.243 2.379  O23 0.973
22 H -1.484 -5.303 1.677  O23 0.963
23 O -1.198 -4.386 1.599  H21 0.973, H22 0.963
24 H 4.143 1.977 0.742  O26 0.962
25 H 4.091 0.714 -0.207  O26 0.962
26 O 3.810 1.082 0.637  H24 0.962, H25 0.962
27 H -2.259 3.686 0.038  O29 0.963
28 H -1.242 2.753 -0.688  O29 0.962
29 O -1.652 2.948 0.161  H27 0.963, H28 0.962
30 H 1.505 -2.496 3.049  O32 0.967
31 H 1.792 -4.012 2.850  O32 0.961
32 O 1.090 -3.367 2.969  H30 0.967, H31 0.961
33 H -3.578 0.027 -0.811  O35 0.981
34 H -3.978 -0.755 -2.158  O35 0.965
35 O -3.273 -0.573 -1.525  H33 0.981, H34 0.965
36 H 0.237 1.740 -4.757  O38 0.964
37 H -1.259 1.399 -4.909  O38 0.974
38 O -0.645 2.039 -4.506  H36 0.964, H37 0.974
39 H 3.187 1.820 -4.048  O41 0.977
40 H 2.176 2.913 -4.063  O41 0.971
41 O 2.217 1.943 -4.048  H39 0.977, H40 0.971
42 H -2.761 1.602 -2.357  O44 0.962
43 H -1.525 2.337 -2.944  O44 0.979
44 O -2.346 2.467 -2.427  H42 0.962, H43 0.979
45 H 2.068 0.903 -2.544  O47 0.982
46 H 3.007 -0.272 -2.422  O47 0.964
47 O 2.420 0.270 -1.882  H45 0.982, H46 0.964
48 H -4.045 1.182 1.099  O50 0.970
49 H -2.633 1.602 0.539  O50 0.992
50 O -3.247 0.835 0.671  H48 0.970, H49 0.992
51 H 2.013 -0.347 4.332  O53 0.967
52 H 2.071 0.141 2.857  O53 0.950
53 O 2.192 -0.615 3.420  H51 0.967, H52 0.950
54 H 1.903 1.623 3.032  O56 0.949
55 H 1.241 2.914 3.320  O56 0.966
56 O 2.028 2.405 3.555  H54 0.949, H55 0.966

A 15-piece molecular cluster, C5H38NO15 overall in a non-equilibrium geometry, computed with wB97M-V/def2-TZVPD.

**LUMO level**: 2.442 eV
**Spin multiplicity**: 1
**ΔE to the lowest compared entry with this formula, charge and spin**: 232.85 kJ/mol
**Net charge**: -1
**Kohn-Sham gap**: 8.77 eV

Bonds (Å) are listed after each position.
CARTESIAN COORDINATES (ANGSTROEM)
1 N 0.264 1.265 0.928  C2 1.471, C5 1.495, H8 1.026
2 C 1.225 0.208 1.279  N1 1.471, C3 1.541, H9 1.092, H10 1.092
3 C 0.431 -1.109 1.190  C2 1.541, C4 1.548, H11 1.086, H12 1.093
4 C -1.004 -0.677 0.806  C3 1.548, C5 1.526, H13 1.097, H14 1.081
5 C -0.795 0.646 0.075  N1 1.495, C4 1.526, C6 1.587, H15 1.086
6 C -2.016 1.651 0.199  C5 1.587, O7 1.411, H16 1.082, H17 1.101
7 O -3.239 0.953 0.109  C6 1.411, H40 0.989
8 H 0.738 2.080 0.523  N1 1.026
9 H 2.080 0.164 0.601  C2 1.092
10 H 1.585 0.422 2.288  C2 1.092
11 H 0.925 -1.813 0.528  C3 1.086
12 H 0.438 -1.537 2.196  C3 1.093
13 H -1.269 -1.376 0.003  C4 1.097
14 H -1.760 -0.757 1.574  C4 1.081
15 H -0.648 0.575 -0.999  C5 1.086
16 H -2.018 2.285 1.077  C6 1.082
17 H -1.910 2.254 -0.716  C6 1.101
18 H -0.948 2.003 2.469  O20 0.992
19 H -0.188 2.931 3.263  O20 0.976
20 O -0.848 2.233 3.430  H18 0.992, H19 0.976
21 H 1.438 3.872 -0.836  O23 0.953
22 H 1.272 2.652 -1.650  O23 1.023
23 O 1.829 3.003 -0.867  H21 0.953, H22 1.023
24 H 0.410 2.374 -3.743  O26 0.944
25 H -0.495 0.538 -2.913  O59 1.000
26 O 0.525 2.025 -2.873  H24 0.944
27 H 0.671 -4.483 1.459  O29 0.965
28 H -0.305 -4.031 2.673  O29 0.984
29 O 0.195 -4.764 2.250  H27 0.965, H28 0.984
30 H -0.642 0.522 5.390  O32 0.973
31 H -0.218 0.657 3.980  O32 0.991
32 O -0.010 0.107 4.778  H30 0.973, H31 0.991
33 H 2.233 -3.863 -2.211  O35 0.969
34 H 0.859 -3.401 -1.944  O35 0.963
35 O 1.359 -4.223 -1.993  H33 0.969, H34 0.963
36 H 1.647 -1.052 -3.839  O38 0.974
37 H 2.225 -0.560 -2.527  O38 0.999
38 O 1.838 -1.382 -2.942  H36 0.974, H37 0.999
39 H -3.400 0.724 -2.688  O41 0.966
40 H -3.320 0.534 -0.783  O7 0.989
41 O -3.379 -0.135 -2.246  H39 0.966, H57 0.971
42 H -3.518 -1.526 3.994  O44 0.971
43 H -2.323 -0.609 3.533  O44 0.968
44 O -2.638 -1.197 4.235  H42 0.971, H43 0.968
45 H 3.717 -2.415 -3.147  O47 0.967
46 H 4.110 -1.081 -3.140  O47 0.971
47 O 4.488 -1.922 -2.835  H45 0.967, H46 0.971
48 H 3.299 1.378 -1.938  O50 0.955
49 H 1.905 1.482 -2.749  O50 1.041
50 O 2.791 0.950 -2.624  H48 0.955, H49 1.041
51 H -0.052 -2.244 4.528  O53 0.963
52 H -1.498 -2.632 4.465  O53 0.983
53 O -0.601 -3.034 4.494  H51 0.963, H52 0.983
54 H 0.084 3.762 -2.591  O56 0.999
55 H -1.236 4.491 -2.081  O56 0.954
56 O -0.325 4.634 -2.326  H54 0.999, H55 0.954
57 H -2.488 -0.416 -2.511  O41 0.971
58 H -0.441 -0.937 -3.304  O59 0.954
59 O -1.046 -0.199 -3.304  H25 1.000, H58 0.954